DFT (ωB97M-V/def2-TZVPD) results for a molecular structure, C15H30CaNO5P in a non-equilibrium geometry.

Geometry as XYZ:
```
53
Properties=species:S:1:pos:R:3:mulliken_charge:R:1
Ca -0.02778 -0.05077 0.42402 2.30
O 1.25483 -1.42964 1.60307 -0.60
C 2.02213 -0.68724 2.56085 -0.50
C 2.64081 0.54301 1.89886 -0.88
N 1.59079 1.26925 1.17797 0.10
C 2.04918 1.74298 -0.13450 -0.53
C 2.27800 0.51990 -1.06197 0.47
O 3.27435 0.48281 -1.75950 -0.71
O 1.36157 -0.38962 -0.97134 -0.92
C 0.91425 2.30591 1.96180 -0.81
C -0.57667 2.44841 1.53104 0.53
O -1.29022 3.19405 2.18040 -0.69
O -0.92627 1.70898 0.53968 -0.81
H 1.76339 -1.44005 0.76886 0.38
H 2.79750 -1.32100 2.99706 0.40
H 1.32507 -0.39135 3.34772 0.29
H 3.39583 0.21227 1.18064 0.41
H 3.14325 1.16246 2.64875 0.42
H 2.97185 2.32699 -0.08322 0.38
H 1.26170 2.35564 -0.57814 0.36
H 1.40545 3.28139 1.88581 0.43
H 0.89760 2.02789 3.01707 0.33
C -1.97321 -2.86594 2.50234 -1.46
C -2.77799 -2.88291 1.19611 0.60
C -4.24604 -3.19172 1.48572 -1.65
P -2.39320 -1.33250 0.22348 -0.27
C -3.66192 -0.01629 0.56436 0.83
C -3.61554 0.36030 2.04948 -1.50
C -5.09423 -0.22329 0.07944 -1.53
C -2.67517 -1.81671 -1.55801 0.40
C -1.35649 -2.37527 -2.11297 -1.44
C -3.81312 -2.80000 -1.82787 -1.68
H -2.08648 -3.81807 3.02564 0.47
H -2.33047 -2.07594 3.16661 0.26
H -0.91146 -2.70708 2.31242 0.22
H -2.37265 -3.68270 0.56632 0.54
H -4.66829 -2.46197 2.17639 0.28
H -4.32173 -4.17435 1.95783 0.49
H -4.85082 -3.20901 0.58141 0.26
H -3.23287 0.82554 0.01140 0.31
H -4.14387 -0.37197 2.66255 0.26
H -4.07784 1.33504 2.20571 0.45
H -2.58574 0.44039 2.40238 0.19
H -5.58743 -1.04766 0.59291 0.21
H -5.13552 -0.40066 -0.99531 0.35
H -5.66655 0.68458 0.28410 0.48
H -2.89757 -0.87228 -2.06620 0.48
H -1.03110 -3.24304 -1.53169 0.26
H -0.55813 -1.63351 -2.08704 0.33
H -1.48271 -2.69901 -3.14771 0.45
H -3.61363 -3.76828 -1.36605 0.28
H -3.90371 -2.96062 -2.90437 0.49
H -4.77212 -2.43297 -1.46520 0.30
```

- 2S+1: 1
- E_HOMO: -0.3384 Ha
- Calculated total energy: -55499.71906 eV
- Charge: 0